Record 1
This record from OMol25 describes a 8-piece molecular cluster, C34H72BO36P4S3 overall. The level of theory is wB97M-V/def2-TZVPD.

## Properties
* LUMO energy: 1.9 eV
* gap between HOMO and LUMO: 0.3840 Eh
* HOMO energy: -8.5054 eV
* total charge: -1

Cartesian coordinates (Å):
O 1.877 0.765 1.684
C 0.874 0.859 0.977
O -0.328 0.284 1.109
B -1.109 0.409 -0.159
O -0.422 1.600 -0.797
C 0.807 1.755 -0.266
O 1.669 2.543 -0.604
O -2.562 0.630 0.120
C -3.289 -0.278 -0.489
O -4.522 -0.476 -0.487
C -2.287 -1.267 -1.134
O -1.124 -0.823 -0.973
O -2.617 -2.267 -1.826
C 2.119 3.934 2.810
C 2.233 3.227 4.169
O 3.627 3.201 4.469
S 4.608 3.747 3.303
O 5.722 2.881 3.004
O 4.946 5.174 3.513
O 3.339 3.587 2.217
H 2.035 5.010 2.965
H 1.240 3.736 2.197
H 1.892 2.197 4.061
H 1.805 3.710 5.047
C 1.861 -2.676 -0.280
C 1.019 -2.957 1.062
O 1.573 -4.174 1.569
S 3.188 -4.245 1.301
O 3.733 -5.657 1.418
O 3.884 -3.113 1.936
O 2.864 -3.710 -0.284
H 2.367 -1.712 -0.317
H 1.396 -2.730 -1.265
H -0.039 -3.181 0.924
H 1.030 -2.108 1.745
C -4.059 -2.587 -4.861
C -5.464 -2.589 -4.297
O -6.406 -2.323 -5.380
S -5.622 -1.715 -6.673
O -5.542 -0.261 -6.689
O -5.939 -2.304 -7.974
O -4.104 -2.052 -6.159
H -3.628 -3.584 -4.959
H -3.563 -1.919 -4.157
H -5.765 -1.776 -3.636
H -5.609 -3.524 -3.756
C -6.744 1.904 -4.802
C -5.804 2.812 -5.552
O -4.770 3.280 -4.670
P -3.320 3.881 -5.023
O -3.323 5.016 -6.013
O -2.588 4.263 -3.616
C -2.916 3.642 -2.330
C -1.969 4.178 -1.273
O -2.609 2.506 -5.525
C -1.530 2.658 -6.370
C -0.339 2.909 -5.484
H -6.154 1.355 -4.069
H -7.554 2.465 -4.334
H -7.172 1.125 -5.433
H -5.374 2.292 -6.408
H -6.418 3.658 -5.860
H -3.969 3.830 -2.123
H -2.872 2.553 -2.349
H -2.269 3.709 -0.335
H -0.939 3.938 -1.535
H -1.740 5.243 -1.236
H -1.251 1.840 -7.035
H -1.661 3.438 -7.120
H -0.246 3.907 -5.055
H -0.226 2.009 -4.880
H 0.488 2.840 -6.192
C 6.127 -3.472 8.024
C 5.254 -3.235 9.330
O 4.799 -1.846 9.332
P 3.686 -1.308 8.179
O 2.784 -2.353 7.592
O 2.818 -0.184 8.986
C 1.686 -0.479 9.759
C 0.449 -0.114 8.871
O 4.613 -0.614 7.006
C 4.013 0.139 5.922
C 3.140 -0.719 4.906
H 6.356 -2.515 7.555
H 7.087 -3.954 8.206
H 5.535 -4.141 7.400
H 4.387 -3.895 9.289
H 5.843 -3.478 10.214
H 1.584 -1.524 10.053
H 1.778 0.181 10.621
H 0.379 -0.809 8.035
H -0.445 -0.299 9.468
H 0.435 0.910 8.499
H 3.399 0.908 6.391
H 4.811 0.698 5.433
H 2.115 -0.589 5.254
H 3.260 -0.420 3.865
H 3.371 -1.777 4.787
C -0.590 -9.073 2.141
C -1.632 -9.465 0.999
O -2.703 -8.448 0.831
P -3.357 -8.122 -0.606
O -2.526 -8.321 -1.850
O -4.837 -8.869 -0.456
C -5.773 -8.532 0.516
C -5.463 -9.169 1.899
O -3.793 -6.566 -0.321
C -3.042 -5.416 -0.629
C -1.657 -5.504 0.028
H -0.109 -9.967 2.537
H 0.065 -8.235 1.904
H -1.176 -8.889 3.042
H -1.040 -9.668 0.107
H -1.954 -10.441 1.362
H -6.023 -7.490 0.318
H -6.730 -9.005 0.297
H -6.263 -9.428 2.593
H -4.796 -10.009 1.705
H -4.858 -8.450 2.450
H -2.839 -5.137 -1.663
H -3.582 -4.566 -0.212
H -1.124 -4.570 -0.151
H -1.813 -5.559 1.106
H -1.061 -6.370 -0.258
C 4.710 9.766 -1.838
C 3.757 9.440 -2.963
O 4.138 8.069 -3.132
P 3.067 6.943 -3.421
O 1.744 6.968 -2.669
O 2.895 6.852 -5.027
C 1.821 6.156 -5.551
C 1.423 6.816 -6.893
O 4.007 5.556 -2.976
C 3.505 4.631 -2.038
C 4.618 3.670 -1.747
H 4.280 9.325 -0.938
H 5.721 9.401 -2.018
H 4.732 10.817 -1.548
H 2.683 9.496 -2.783
H 4.077 9.912 -3.893
H 2.083 5.101 -5.481
H 0.981 6.356 -4.886
H 1.090 7.826 -6.657
H 2.287 6.724 -7.551
H 0.471 6.430 -7.258
H 3.277 5.268 -1.183
H 2.694 4.026 -2.444
H 4.616 3.062 -0.842
H 4.673 2.998 -2.604
H 5.627 4.059 -1.879

Record 2
This record from OMol25 describes a 2-piece molecular cluster, C4H11N3 overall. The level of theory is wB97M-V/def2-TZVPD.

## Properties
* LUMO energy: 0.9 eV
* gap between HOMO and LUMO: 0.3260 Eh
* HOMO energy: -7.9861 eV
* SMILES: C=C=C(N)N.CN
* total charge: 0
* ΔE to the lowest compared entry with this formula, charge and spin: 2.746 eV

Cartesian coordinates (Å):
C 2.071 1.047 0.835
C 1.014 0.354 1.129
C -0.055 -0.338 1.435
N -1.367 0.113 1.171
N -0.014 -1.607 2.043
H 2.571 1.676 1.561
H 2.516 1.032 -0.152
H -1.405 1.111 1.016
H -2.011 -0.164 1.902
H -0.715 -2.233 1.666
H 0.906 -2.023 2.010
C -0.464 0.608 -2.423
N -0.706 -0.705 -1.850
H 0.164 0.495 -3.307
H 0.026 1.314 -1.737
H -1.418 1.034 -2.732
H 0.176 -1.105 -1.542
H -1.289 -0.608 -1.023

Record 3
This record from OMol25 describes C12H15HgN5O2S4 as an isolated structure. The level of theory is wB97M-V/def2-TZVPD.

## Properties
* LUMO energy (alpha / beta): 2.9 / 2.9 eV
* gap between HOMO and LUMO (alpha / beta): 0.1876 / 0.2699 Eh
* multiplicity: 2
* HOMO energy (alpha / beta): -2.2013 / -4.4554 eV
* total charge: -1
* ΔE to the lowest compared entry with this formula, charge and spin: 0.052 eV

Cartesian coordinates (Å):
Hg -2.901 -0.290 -0.051
C 3.163 2.450 1.013
O 3.225 1.127 0.492
C 2.319 0.710 -0.434
O 2.492 -0.344 -0.987
N 1.296 1.601 -0.665
N 0.329 1.232 -1.616
H 4.084 2.586 1.576
H 2.315 2.569 1.691
H 3.112 3.186 0.209
H 0.951 2.098 0.150
H 0.146 2.035 -2.204
H -0.540 0.985 -1.150
S -3.347 1.124 -2.125
S -5.371 0.682 -2.223
S -5.481 -1.329 -1.883
S -4.975 -1.553 0.123
N 0.037 -1.603 1.116
C -0.133 -0.272 1.576
C 0.764 0.205 2.492
C 0.615 1.519 3.037
C -0.411 2.304 2.488
C -1.254 1.785 1.545
N -1.192 0.455 1.118
C -0.067 -2.082 -0.184
C 0.874 -3.017 -0.640
C 0.738 -3.529 -1.906
C -0.316 -3.105 -2.714
C -1.192 -2.183 -2.188
N -1.082 -1.701 -0.947
H 0.818 -2.025 1.594
H 1.609 -0.416 2.767
H 1.287 1.894 3.795
H -0.558 3.333 2.799
H -2.054 2.371 1.111
H 1.716 -3.283 -0.015
H 1.465 -4.239 -2.280
H -0.448 -3.475 -3.721
H -2.033 -1.802 -2.758

Number 1: maximum force 6.03 eV Å⁻¹, calculated total energy -180483.3642 eV. Number 2: maximum force 0.36 eV Å⁻¹, calculated total energy -8794.8735 eV. Number 3: maximum force 0.24 eV Å⁻¹, calculated total energy -71750.9671 eV.